Record 1
Molecular formula: C5H12O
Method: DFT, ωB97M-V with the def2-TZVPD basis set

Results
HOMO	-0.34680	Ha
Kohn-Sham gap	10.57	eV
LUMO	1.1369	eV
SMILES	CCOC(C)C
ΔE to the lowest compared entry with this formula, charge and spin	202.8	kJ/mol
total energy	-7425.2092	eV
net charge	0

Last columns: bonded neighbours and bond lengths (Å).
Cartesian coordinates (Å):
1 C -1.45 0.17 -1.32  C2 1.649, H7 1.107, H8 1.093, H9 1.080
2 C -1.05 -1.25 -0.60  C1 1.649, O3 1.415, H10 1.108, H11 1.096
3 O 0.04 -1.28 0.31  C2 1.415, C4 1.398
4 C 0.76 -0.09 0.18  O3 1.398, C5 1.579, C6 1.522, H12 1.108
5 C -0.12 1.07 0.80  C4 1.579, H13 1.089, H14 1.085, H15 1.100
6 C 2.03 -0.15 1.01  C4 1.522, H16 1.095, H17 1.092, H18 1.094
7 H -0.96 1.16 -1.21  C1 1.107
8 H -2.50 0.41 -1.16  C1 1.093
9 H -1.25 -0.02 -2.37  C1 1.080
10 H -1.85 -1.80 -0.06  C2 1.108
11 H -0.79 -1.89 -1.46  C2 1.096
12 H 1.03 0.01 -0.89  C4 1.108
13 H 0.43 2.01 0.71  C5 1.089
14 H -0.22 0.74 1.83  C5 1.085
15 H -1.15 1.34 0.55  C5 1.100
16 H 2.74 -0.93 0.72  C6 1.095
17 H 1.77 -0.31 2.05  C6 1.092
18 H 2.53 0.82 0.91  C6 1.094


Record 2
Molecular formula: C3H4BrNO
Method: DFT, ωB97M-V with the def2-TZVPD basis set

Results
HOMO (alpha / beta)	-0.21199 / -0.38147	Ha
Kohn-Sham gap (alpha / beta)	6.63 / 7.37	eV
LUMO (alpha / beta)	0.8663 / -3.0129	eV
⟨S²⟩	2.025
ΔE to the lowest compared entry with this formula, charge and spin	137.4	kJ/mol
2S+1	3
total energy	-76749.4316	eV
net charge	0

Last columns: bonded neighbours and bond lengths (Å).
Cartesian coordinates (Å):
1 C -1.12 0.07 -0.27  C2 1.386, C3 1.452, H7 1.149
2 C -0.66 -0.90 0.61  C1 1.386, O5 1.330, H8 1.065
3 C 0.10 0.70 -0.76  C1 1.452, N4 1.326, H9 1.070
4 N 1.09 0.16 -0.07  C3 1.326, O5 1.321
5 O 0.66 -0.77 0.76  C2 1.330, N4 1.321
6 Br 4.41 -0.85 0.97  H10 1.438
7 H -2.15 0.17 -0.76  C1 1.149
8 H -1.04 -1.59 1.32  C2 1.065
9 H 0.35 1.53 -1.39  C3 1.070
10 H 3.33 -0.25 0.22  Br6 1.438


> Which value of net charge does entry 1 give?

0


Please write out number 1 again, unchanged.
Molecular formula: C5H12O
Method: DFT, ωB97M-V with the def2-TZVPD basis set

Results
HOMO	-0.34680	Ha
Kohn-Sham gap	10.57	eV
LUMO	1.1369	eV
SMILES	CCOC(C)C
ΔE to the lowest compared entry with this formula, charge and spin	202.8	kJ/mol
total energy	-7425.2092	eV
net charge	0

Last columns: bonded neighbours and bond lengths (Å).
Cartesian coordinates (Å):
1 C -1.45 0.17 -1.32  C2 1.649, H7 1.107, H8 1.093, H9 1.080
2 C -1.05 -1.25 -0.60  C1 1.649, O3 1.415, H10 1.108, H11 1.096
3 O 0.04 -1.28 0.31  C2 1.415, C4 1.398
4 C 0.76 -0.09 0.18  O3 1.398, C5 1.579, C6 1.522, H12 1.108
5 C -0.12 1.07 0.80  C4 1.579, H13 1.089, H14 1.085, H15 1.100
6 C 2.03 -0.15 1.01  C4 1.522, H16 1.095, H17 1.092, H18 1.094
7 H -0.96 1.16 -1.21  C1 1.107
8 H -2.50 0.41 -1.16  C1 1.093
9 H -1.25 -0.02 -2.37  C1 1.080
10 H -1.85 -1.80 -0.06  C2 1.108
11 H -0.79 -1.89 -1.46  C2 1.096
12 H 1.03 0.01 -0.89  C4 1.108
13 H 0.43 2.01 0.71  C5 1.089
14 H -0.22 0.74 1.83  C5 1.085
15 H -1.15 1.34 0.55  C5 1.100
16 H 2.74 -0.93 0.72  C6 1.095
17 H 1.77 -0.31 2.05  C6 1.092
18 H 2.53 0.82 0.91  C6 1.094


Please write out number 1 again, unchanged.
Molecular formula: C5H12O
Method: DFT, ωB97M-V with the def2-TZVPD basis set

Results
HOMO	-0.34680	Ha
Kohn-Sham gap	10.57	eV
LUMO	1.1369	eV
SMILES	CCOC(C)C
ΔE to the lowest compared entry with this formula, charge and spin	202.8	kJ/mol
total energy	-7425.2092	eV
net charge	0

Last columns: bonded neighbours and bond lengths (Å).
Cartesian coordinates (Å):
1 C -1.45 0.17 -1.32  C2 1.649, H7 1.107, H8 1.093, H9 1.080
2 C -1.05 -1.25 -0.60  C1 1.649, O3 1.415, H10 1.108, H11 1.096
3 O 0.04 -1.28 0.31  C2 1.415, C4 1.398
4 C 0.76 -0.09 0.18  O3 1.398, C5 1.579, C6 1.522, H12 1.108
5 C -0.12 1.07 0.80  C4 1.579, H13 1.089, H14 1.085, H15 1.100
6 C 2.03 -0.15 1.01  C4 1.522, H16 1.095, H17 1.092, H18 1.094
7 H -0.96 1.16 -1.21  C1 1.107
8 H -2.50 0.41 -1.16  C1 1.093
9 H -1.25 -0.02 -2.37  C1 1.080
10 H -1.85 -1.80 -0.06  C2 1.108
11 H -0.79 -1.89 -1.46  C2 1.096
12 H 1.03 0.01 -0.89  C4 1.108
13 H 0.43 2.01 0.71  C5 1.089
14 H -0.22 0.74 1.83  C5 1.085
15 H -1.15 1.34 0.55  C5 1.100
16 H 2.74 -0.93 0.72  C6 1.095
17 H 1.77 -0.31 2.05  C6 1.092
18 H 2.53 0.82 0.91  C6 1.094